Density functional theory data (ωB97M-V/def2-TZVPD) for C9H14ClI2NOPPbS as an isolated structure.

Calculated values
- LUMO level (spin up / spin down) (eV) = -12.8977 / -14.1479
- gap between HOMO and LUMO (spin up / spin down) (eV) = 5.12 / 3.37
- net charge = +3
- spin multiplicity = 1
- highest occupied orbital energy (spin up / spin down) (eV) = -18.02 / -17.52

Each line ends with the Mulliken charge.
Atoms and positions in Å:
1 I 2.032 -4.598 -1.515  0.59
2 I -0.765 -4.768 -0.818  0.37
3 Pb 0.215 0.063 0.240  0.90
4 P 0.035 0.594 -2.531  0.31
5 C -1.636 0.752 -3.154  -1.01
6 C 0.931 2.152 -2.637  -1.01
7 H 1.942 -0.823 -2.871  0.34
8 H 0.994 -0.346 -4.354  0.43
9 H 0.391 -1.666 -3.239  0.27
10 C 0.949 -0.725 -3.330  -0.88
11 H 1.927 2.056 -2.181  0.38
12 H 0.986 2.299 -3.717  0.42
13 H -1.437 1.007 -4.196  0.40
14 H -2.158 1.551 -2.611  0.39
15 H 0.357 2.953 -2.148  0.38
16 H -2.150 -0.211 -3.040  0.38
17 C -2.142 -0.038 0.099  0.20
18 O -3.302 -0.069 0.143  -0.12
19 Cl 2.824 0.114 -0.215  -0.45
20 S 0.862 -1.751 2.083  -0.22
21 C 0.375 -0.691 3.358  0.18
22 N -0.755 -1.121 4.014  -0.05
23 C -1.139 -0.670 5.242  -0.18
24 C -0.385 0.328 5.833  -0.55
25 C 0.740 0.850 5.185  -0.24
26 C 1.111 0.359 3.933  -0.30
27 H -1.261 -1.884 3.567  0.28
28 H -2.023 -1.145 5.666  0.44
29 H -0.681 0.688 6.805  0.43
30 H 1.341 1.633 5.650  0.44
31 H 1.989 0.695 3.384  0.47

---

Density functional theory data (ωB97M-V/def2-TZVPD) for a 3-piece molecular cluster, C9H14F2O9S overall.

Calculated values
- LUMO level (eV) = 0.3882
- gap between HOMO and LUMO (eV) = 11.34
- spin multiplicity = 1
- highest occupied orbital energy (eV) = -10.95

Each line ends with the Mulliken charge.
Atoms and positions in Å:
1 O -8.028 -27.525 -37.674  -0.60
2 C -8.478 -27.820 -36.513  0.66
3 O -9.524 -28.563 -36.292  -0.31
4 C -9.989 -28.403 -34.986  -0.38
5 C -8.690 -27.874 -34.385  0.41
6 F -8.156 -28.861 -33.678  -0.30
7 O -7.963 -27.404 -35.369  -0.27
8 H -10.800 -27.698 -35.166  0.23
9 H -10.345 -29.374 -34.643  0.24
10 H -8.929 -27.053 -33.710  0.29
11 O -16.153 -30.050 -32.435  -0.57
12 C -15.863 -29.413 -33.449  0.65
13 O -16.687 -28.654 -34.124  -0.18
14 C -15.902 -27.656 -34.812  -0.53
15 C -14.785 -28.609 -35.146  0.33
16 F -13.770 -27.746 -35.133  -0.31
17 O -14.689 -29.432 -34.061  -0.30
18 H -16.341 -27.252 -35.725  0.36
19 H -15.599 -26.804 -34.203  0.25
20 H -15.013 -28.984 -36.144  0.34
21 C -22.520 -28.575 -33.265  -1.06
22 C -21.360 -29.366 -32.650  -0.32
23 O -20.062 -28.859 -32.886  -0.21
24 S -19.529 -27.380 -32.331  1.11
25 C -18.556 -28.005 -30.856  -0.97
26 O -18.588 -26.740 -33.265  -0.55
27 O -20.715 -26.592 -31.849  -0.61
28 H -22.507 -28.606 -34.354  0.27
29 H -22.579 -27.539 -32.930  0.32
30 H -23.509 -28.960 -33.015  0.38
31 H -21.515 -29.621 -31.602  0.29
32 H -21.494 -30.371 -33.051  0.32
33 H -17.484 -28.029 -31.048  0.27
34 H -18.781 -29.012 -30.505  0.33
35 H -18.708 -27.499 -29.903  0.43

---

Density functional theory data (ωB97M-V/def2-TZVPD) for C9H14MnN2S as an isolated structure.

Calculated values
- LUMO level (spin up / spin down) (eV) = -11.4099 / -11.4957
- energy above the lowest of the compared OMol25 structures with the same formula, charge and spin (kcal/mol) = 148.41
- gap between HOMO and LUMO (spin up / spin down) (eV) = 5.32 / 5.23
- net charge = +2
- ⟨S²⟩ = 8.7533
- spin multiplicity = 6
- highest occupied orbital energy (spin up / spin down) (eV) = -16.73 / -16.73

Each line ends with the Mulliken charge.
Atoms and positions in Å:
1 C -1.950 0.967 -2.298  -1.25
2 C -1.343 1.360 -0.932  -0.34
3 C 0.158 1.029 -0.859  -0.06
4 C 0.555 -0.322 -0.248  0.62
5 C -0.239 -1.450 -0.894  -1.75
6 C 0.510 -0.408 1.352  0.86
7 S -0.829 -1.490 2.047  -0.01
8 C 0.373 0.880 1.957  0.31
9 N 0.327 1.951 2.402  -0.90
10 C 1.874 -1.015 1.857  -0.60
11 C 2.077 -2.336 1.278  0.08
12 N 2.274 -3.367 0.832  -0.30
13 H -1.192 0.863 -3.073  0.32
14 H -2.695 1.691 -2.617  0.36
15 H -2.451 0.006 -2.203  0.33
16 H -1.462 2.438 -0.813  0.31
17 H -1.895 0.840 -0.149  0.38
18 H 0.729 1.913 -0.382  -0.83
19 H 0.522 1.007 -1.887  0.69
20 H 1.602 -0.482 -0.519  0.41
21 H -0.089 -1.402 -1.975  0.45
22 H -1.309 -1.346 -0.734  0.47
23 H 0.103 -2.428 -0.564  0.46
24 H -1.447 -0.598 2.836  0.28
25 H 1.803 -1.144 2.938  0.45
26 H 2.688 -0.335 1.599  0.36
27 Mn 1.305 3.180 1.050  0.90

---

Density functional theory data (ωB97M-V/def2-TZVPD) for an isolated ion of composition C9H14N and charge +1.

Calculated values
- LUMO level (eV) = -4.4932
- energy above the lowest of the compared OMol25 structures with the same formula, charge and spin (kcal/mol) = 119.01
- gap between HOMO and LUMO (eV) = 9.19
- net charge = +1
- spin multiplicity = 1
- highest occupied orbital energy (eV) = -13.68

Each line ends with the Mulliken charge.
Atoms and positions in Å:
1 C -2.058 -2.041 0.328  -0.03
2 N -1.978 -0.905 0.260  0.15
3 C -1.559 0.374 0.158  0.72
4 C -2.458 1.320 -0.650  -1.59
5 C -0.776 0.856 1.383  -1.01
6 C 0.045 0.492 0.223  0.73
7 C 1.118 1.183 -0.549  -1.39
8 C 1.334 -0.253 -0.068  1.64
9 C 1.403 -1.235 -1.235  -1.90
10 C 2.392 -0.467 1.017  -1.63
11 H -2.416 -2.964 0.240  0.51
12 H -2.400 2.344 -0.553  0.41
13 H -3.521 1.161 -0.363  0.43
14 H -2.264 1.025 -1.747  0.32
15 H -0.792 0.377 2.336  0.24
16 H -0.991 1.906 1.703  0.26
17 H 0.893 1.239 -1.560  0.33
18 H 1.565 2.058 -0.086  0.25
19 H 2.272 -1.090 -1.773  0.47
20 H 0.628 -1.153 -1.920  0.46
21 H 1.466 -2.305 -0.728  0.37
22 H 3.072 0.359 1.119  0.35
23 H 2.965 -1.327 0.615  0.46
24 H 2.061 -0.953 1.851  0.45

---

Density functional theory data (ωB97M-V/def2-TZVPD) for one molecule with the formula C9H14N2O5.

Calculated values
- LUMO level (eV) = 0.3157
- energy above the lowest of the compared OMol25 structures with the same formula, charge and spin (kcal/mol) = 77.97
- gap between HOMO and LUMO (eV) = 8.82
- spin multiplicity = 1
- highest occupied orbital energy (eV) = -8.50

Each line ends with the Mulliken charge.
Atoms and positions in Å:
1 N 1.054 2.467 1.111  -0.58
2 C 1.350 1.236 0.379  0.03
3 C 2.801 0.978 0.095  -0.47
4 C 3.011 -0.335 -0.727  0.29
5 O 4.035 -0.907 -0.765  -0.52
6 O 1.936 -0.503 -1.629  -0.40
7 C 0.762 -0.156 1.118  0.30
8 O 1.533 -0.719 1.891  -0.68
9 N -0.457 -0.578 0.728  0.41
10 C -1.100 -1.757 1.240  -0.79
11 C -1.933 -2.388 0.022  -0.69
12 C -2.381 -0.969 -0.736  -1.09
13 C -1.169 -0.102 -0.596  0.32
14 C -1.705 1.240 -0.329  0.21
15 O -2.023 1.733 0.779  -0.59
16 O -1.917 2.004 -1.457  -0.54
17 H -0.008 2.437 1.200  0.26
18 H 1.613 2.871 1.910  0.22
19 H 0.871 1.317 -0.632  0.35
20 H 3.314 0.807 1.171  0.28
21 H 3.365 1.675 -0.618  0.28
22 H 2.067 -1.383 -2.151  0.33
23 H -1.716 -1.327 2.064  0.34
24 H -0.389 -2.479 1.531  0.42
25 H -2.841 -2.988 0.221  0.40
26 H -1.429 -3.018 -0.737  0.30
27 H -3.176 -0.653 -0.160  0.43
28 H -2.659 -1.215 -1.753  0.39
29 H -0.608 -0.210 -1.451  0.37
30 H -2.202 2.924 -1.719  0.40

---

Density functional theory data (ωB97M-V/def2-TZVPD) for C9H14N2OS9SbTc as an isolated structure.

Calculated values
- LUMO level (spin up / spin down) (eV) = -8.3902 / -8.3444
- energy above the lowest of the compared OMol25 structures with the same formula, charge and spin (kcal/mol) = 0.00
- gap between HOMO and LUMO (spin up / spin down) (eV) = 5.80 / 5.87
- net charge = +2
- spin multiplicity = 1
- highest occupied orbital energy (spin up / spin down) (eV) = -14.19 / -14.21

Each line ends with the Mulliken charge.
Atoms and positions in Å:
1 Tc 0.608 0.407 0.428  0.21
2 C -1.097 0.728 -2.042  -0.78
3 C -1.933 -0.243 -1.230  -0.76
4 N -1.093 -0.866 -0.170  0.08
5 C -1.911 -1.235 1.016  -0.66
6 C -2.359 -0.009 1.812  -0.64
7 S -1.148 1.376 1.806  0.00
8 C -1.910 2.522 0.578  -0.59
9 C -0.995 2.799 -0.605  -0.83
10 N -0.304 1.590 -1.132  -0.06
11 H -1.735 1.323 -2.700  0.40
12 H -0.396 0.171 -2.666  0.39
13 H -2.366 -1.003 -1.882  0.45
14 H -2.761 0.275 -0.754  0.29
15 H -0.706 -1.729 -0.549  0.29
16 H -1.307 -1.881 1.645  0.30
17 H -2.794 -1.801 0.707  0.41
18 H -2.501 -0.280 2.856  0.48
19 H -3.304 0.399 1.457  0.46
20 H -2.105 3.453 1.105  0.54
21 H -2.870 2.108 0.280  0.35
22 H -0.212 3.486 -0.281  0.39
23 H -1.569 3.291 -1.394  0.37
24 H 0.477 1.937 -1.688  0.37
25 O 2.943 -5.958 0.452  -0.42
26 C 2.636 -4.817 0.461  0.55
27 S 2.801 -3.741 -0.979  -0.02
28 C 2.202 -2.322 -0.185  -0.26
29 C 1.837 -2.403 1.120  0.40
30 S 1.245 -1.047 2.038  -0.12
31 S 2.010 -3.950 1.896  -0.03
32 S 2.072 -0.813 -1.078  0.03
33 S 3.909 1.589 1.727  -0.15
34 Sb 4.202 3.177 -0.059  0.60
35 S 2.077 2.301 1.011  0.07
36 S 4.163 -0.313 -1.061  0.09
37 S 4.197 1.479 -1.941  -0.19

---

Density functional theory data (ωB97M-V/def2-TZVPD) for C9H14N2PPb as an isolated structure.

Calculated values
- LUMO level (spin up / spin down) (eV) = -3.5705 / -4.1308
- energy above the lowest of the compared OMol25 structures with the same formula, charge and spin (kcal/mol) = 31.04
- gap between HOMO and LUMO (spin up / spin down) (eV) = 6.95 / 5.25
- net charge = +1
- spin multiplicity = 1
- highest occupied orbital energy (spin up / spin down) (eV) = -10.52 / -9.38

Each line ends with the Mulliken charge.
Atoms and positions in Å:
1 C 0.474 -0.359 -3.682  -0.40
2 C -0.781 -1.037 -3.619  -0.47
3 C -0.593 -2.268 -2.890  -0.26
4 C 0.810 -2.393 -2.594  -0.50
5 C 1.468 -1.204 -3.047  -0.47
6 Pb 1.060 1.020 -0.117  0.42
7 P -0.705 2.946 -0.445  -0.25
8 H 0.661 0.634 -4.093  0.46
9 H -1.752 -0.631 -3.963  0.36
10 H -1.379 -2.995 -2.604  0.41
11 H 2.526 -0.953 -2.933  0.49
12 H 1.292 -3.200 -2.021  0.37
13 H -1.792 3.061 0.505  0.17
14 H -1.215 3.333 -1.746  0.17
15 H 0.225 4.005 -0.086  0.17
16 C 1.498 1.145 2.660  -1.18
17 C 0.290 0.237 2.568  0.59
18 N -0.292 -0.246 1.462  -0.31
19 C -1.363 -1.058 1.884  -0.50
20 C -1.431 -1.013 3.248  -0.38
21 N -0.375 -0.191 3.656  -0.04
22 H 1.200 2.092 3.096  0.38
23 H 2.257 0.629 3.267  0.37
24 H 2.126 1.448 1.778  0.34
25 H -1.958 -1.582 1.159  0.45
26 H -2.111 -1.484 3.937  0.39
27 H -0.139 0.065 4.620  0.24

---

Density functional theory data (ωB97M-V/def2-TZVPD) for one molecule with the formula C9H14N2S.

Calculated values
- LUMO level (eV) = 0.7973
- energy above the lowest of the compared OMol25 structures with the same formula, charge and spin (kcal/mol) = 119.79
- gap between HOMO and LUMO (eV) = 9.41
- spin multiplicity = 1
- highest occupied orbital energy (eV) = -8.62

Each line ends with the Mulliken charge.
Atoms and positions in Å:
1 C -0.894 -1.630 -0.082  -1.05
2 C -1.469 -0.386 0.602  0.41
3 C -2.882 0.040 0.532  -1.57
4 S -0.708 1.196 -0.263  0.95
5 N -1.096 1.460 -1.748  -0.79
6 N -1.101 2.328 0.660  -0.85
7 C 1.187 0.803 -0.274  0.19
8 C 1.647 0.983 0.998  -0.58
9 C 2.912 0.567 1.241  -0.62
10 C 3.773 0.072 0.211  -0.33
11 C 3.318 0.000 -1.080  -0.60
12 C 1.985 0.368 -1.300  -0.07
13 H 0.242 -1.703 -0.188  0.23
14 H -1.126 -2.538 0.438  0.40
15 H -1.315 -1.756 -1.132  0.26
16 H -0.971 -0.014 1.522  0.34
17 H -3.573 -0.679 0.925  0.40
18 H -3.158 0.150 -0.470  0.44
19 H -3.003 0.985 1.001  0.46
20 H -0.981 0.689 -2.505  0.22
21 H -1.507 3.137 0.414  0.23
22 H 0.946 1.290 1.683  0.54
23 H 3.537 0.864 2.166  0.22
24 H 4.716 -0.407 0.441  0.36
25 H 4.012 -0.313 -1.823  0.42
26 H 1.553 0.314 -2.257  0.41

---

Electronic energy for every record listed, in sequence, given in Ha: -2468.1770 -1626.3239 -2009.2498 -405.6632 -837.0066 -4440.3774 -994.6608 -858.8635.